1.
109
Properties=species:S:1:pos:R:3 method="wB97M-V/def2-TZVPD" smiles="CC(C)(C)CC(C)(C)c1ccc(OCCOCC[C@@H]2CCNC2=O)cc1.O=C1C=CC(=O)C=C1.O=C1C=CC(=O)C=C1.O=C1C=CC(=O)C=C1.O=C1C=CC(=O)C=C1" total_charge=0 orbital_gap_ev=6.67 molar_mass_g_mol=793.9 e_tot_ha=-2665.6504
C 6.132 0.808 4.089
C 7.177 0.239 3.103
C 7.846 1.344 2.259
C 8.310 -0.339 3.998
C 6.670 -0.961 2.290
C 5.527 -0.783 1.258
C 6.130 -1.100 -0.130
C 4.902 0.612 1.140
C 4.355 -1.761 1.487
C 3.494 -2.130 0.444
C 2.407 -2.974 0.660
C 2.128 -3.486 1.925
O 1.043 -4.316 2.062
C 0.172 -4.028 3.142
C -1.210 -3.675 2.625
O -1.935 -3.177 3.731
C -3.076 -2.443 3.347
C -2.861 -0.936 3.448
C -3.929 -0.211 2.636
C -3.520 0.444 1.308
C -4.842 1.155 0.922
N -5.568 1.418 2.209
C -4.669 0.956 3.248
O -4.561 1.441 4.325
C 2.980 -3.149 2.972
C 4.055 -2.293 2.745
H 5.339 0.070 4.209
H 6.564 0.983 5.069
H 5.663 1.710 3.709
H 8.679 1.782 2.798
H 8.153 0.964 1.287
H 7.131 2.145 2.075
H 9.104 -0.731 3.364
H 8.716 0.477 4.590
H 7.919 -1.113 4.654
H 6.440 -1.740 3.009
H 7.536 -1.341 1.747
H 6.588 -2.084 -0.153
H 5.432 -0.936 -0.942
H 6.942 -0.384 -0.286
H 4.432 0.956 2.057
H 4.114 0.559 0.391
H 5.606 1.355 0.775
H 3.613 -1.759 -0.561
H 1.768 -3.237 -0.171
H 0.072 -4.914 3.768
H 0.501 -3.203 3.770
H -1.128 -2.929 1.828
H -1.703 -4.567 2.227
H -3.432 -2.701 2.347
H -3.880 -2.698 4.041
H -2.911 -0.614 4.486
H -1.864 -0.684 3.086
H -4.731 -0.938 2.466
H -3.217 -0.382 0.684
H -2.728 1.141 1.566
H -4.589 2.099 0.451
H -5.455 0.509 0.312
H -6.323 0.740 2.249
H 2.797 -3.558 3.955
H 4.679 -2.042 3.589
C -2.778 0.181 -4.254
C -3.511 0.191 -3.145
C -3.578 -0.996 -2.259
O -4.246 -0.975 -1.244
C -2.800 -2.194 -2.650
C -2.071 -2.205 -3.762
C -1.999 -1.017 -4.652
O -1.326 -1.023 -5.661
H -2.712 1.036 -4.915
H -4.083 1.055 -2.835
H -2.863 -3.047 -1.987
H -1.496 -3.067 -4.071
C -3.452 4.920 4.163
C -2.681 3.841 4.051
C -1.204 3.957 3.979
O -0.499 2.976 3.870
C -0.617 5.320 4.041
C -1.388 6.398 4.154
C -2.868 6.283 4.225
O -3.567 7.268 4.328
H -4.531 4.855 4.215
H -3.092 2.844 4.007
H 0.463 5.381 3.987
H -0.983 7.401 4.200
C -2.499 -3.431 -7.995
C -2.487 -4.006 -9.195
C -3.646 -4.798 -9.681
O -3.636 -5.324 -10.773
C -4.819 -4.922 -8.778
C -4.831 -4.347 -7.579
C -3.672 -3.558 -7.096
O -3.677 -3.029 -6.004
H -1.668 -2.848 -7.617
H -1.644 -3.928 -9.869
H -5.653 -5.502 -9.153
H -5.674 -4.425 -6.904
C -0.352 4.542 -3.967
C -1.066 3.742 -3.180
C -2.536 3.900 -3.055
O -3.186 3.168 -2.337
C -3.181 4.982 -3.838
C -2.467 5.783 -4.624
C -0.996 5.627 -4.752
O -0.346 6.354 -5.469
H 0.721 4.446 -4.073
H -0.618 2.945 -2.600
H -4.254 5.077 -3.731
H -2.917 6.579 -5.204



2.
113
Properties=species:S:1:pos:R:3 method="wB97M-V/def2-TZVPD" s_squared=0.7522 total_charge=+1 de_lowest_kj_mol=74.7 orbital_gap_ev="6.80 / 7.25" multiplicity=2 molar_mass_g_mol=1012.9 e_tot_ha=-7416.2653
Ti -0.389 -0.283 0.135
Cl -2.130 0.731 1.984
C -3.713 0.140 1.592
C -4.741 0.463 2.457
C -6.024 0.036 2.168
C -6.257 -0.707 1.024
C -5.207 -1.022 0.176
Cl -5.579 -1.969 -1.235
C -3.888 -0.609 0.424
S -2.583 -1.003 -0.686
H -4.534 1.048 3.346
H -6.842 0.286 2.833
H -7.256 -1.045 0.777
N 1.624 -0.419 -3.460
C 0.491 0.075 -4.089
C 0.254 0.415 -5.418
C -0.990 0.929 -5.700
C -1.952 1.104 -4.687
C -1.704 0.757 -3.375
C -0.453 0.213 -3.076
N 0.125 -0.213 -1.860
C 1.361 -0.529 -2.163
C 2.323 -0.863 -1.104
C 3.644 -1.076 -1.156
S 4.253 -1.269 0.421
C 2.690 -1.057 1.055
N 1.775 -0.874 0.155
H 2.516 -0.592 -3.891
H 1.012 0.299 -6.185
H -1.227 1.217 -6.719
H -2.915 1.530 -4.942
H -2.445 0.901 -2.607
H 4.299 -1.104 -2.018
H 2.490 -1.097 2.116
C 0.127 3.914 3.973
C 1.201 3.446 3.009
C 1.546 1.980 3.267
C 2.447 4.310 3.123
O 0.649 3.609 1.691
Si 0.920 2.808 0.302
O 0.150 1.378 0.378
O 2.503 2.479 0.034
C 3.473 3.171 -0.785
C 3.249 2.769 -2.241
C 4.831 2.704 -0.300
C 3.361 4.684 -0.627
O 0.359 3.680 -0.949
C -0.843 4.473 -1.098
C -1.028 4.649 -2.594
C -0.633 5.818 -0.420
C -2.033 3.735 -0.491
H 0.495 3.894 5.001
H -0.753 3.271 3.899
H -0.171 4.936 3.727
H 1.891 1.849 4.295
H 2.341 1.651 2.586
H 0.667 1.350 3.111
H 2.861 4.257 4.134
H 2.205 5.351 2.896
H 3.209 3.965 2.418
H 3.487 1.707 -2.375
H 3.891 3.354 -2.906
H 2.206 2.940 -2.522
H 4.867 1.612 -0.288
H 5.027 3.068 0.712
H 5.619 3.074 -0.961
H 2.393 5.043 -0.980
H 4.146 5.172 -1.211
H 3.482 4.972 0.420
H -0.142 5.118 -3.028
H -1.894 5.282 -2.799
H -1.178 3.679 -3.075
H 0.190 6.359 -0.896
H -0.397 5.677 0.636
H -1.539 6.424 -0.502
H -2.072 2.710 -0.865
H -2.966 4.240 -0.755
H -1.955 3.697 0.601
O -0.528 -1.746 1.398
As -0.572 -3.365 0.906
C -2.151 -4.305 1.431
C -3.383 -4.067 0.829
C -4.491 -4.801 1.225
C -4.368 -5.774 2.210
C -3.139 -6.006 2.812
C -2.025 -5.272 2.428
C 0.849 -4.181 1.886
C 1.367 -5.422 1.528
C 2.388 -5.980 2.282
C 2.887 -5.300 3.387
C 2.350 -4.073 3.756
C 1.323 -3.512 3.007
C -0.162 -3.692 -0.943
C 1.179 -3.808 -1.312
C 1.512 -4.036 -2.641
C 0.509 -4.146 -3.596
C -0.826 -4.044 -3.224
C -1.167 -3.826 -1.898
H -3.485 -3.311 0.064
H -5.450 -4.606 0.759
H -5.234 -6.353 2.511
H -3.042 -6.761 3.583
H -1.077 -5.451 2.908
H 0.972 -5.955 0.674
H 2.792 -6.948 2.012
H 3.690 -5.735 3.970
H 2.726 -3.555 4.631
H 0.877 -2.569 3.295
H 1.961 -3.727 -0.571
H 2.554 -4.130 -2.926
H 0.767 -4.328 -4.633
H -1.608 -4.132 -3.969
H -2.207 -3.754 -1.620



3.
110
Properties=species:S:1:pos:R:3 method="wB97M-V/def2-TZVPD" total_charge=0 de_lowest_kj_mol=0.0 orbital_gap_ev="4.36 / 7.34" molar_mass_g_mol=950.8 e_tot_ha=-3956.0785
Lu -0.217 0.890 -0.727
C -5.107 -1.106 1.016
C -3.808 -1.236 0.292
C -3.433 -2.242 -0.570
C -2.120 -1.942 -0.962
N -1.726 -0.814 -0.355
N -2.769 -0.381 0.405
B -2.742 0.895 1.287
N -2.725 2.215 0.466
N -1.616 2.652 -0.177
C -1.884 3.862 -0.669
C -3.193 4.222 -0.314
C -3.693 3.156 0.402
C -5.052 3.009 1.000
C -0.938 4.575 -1.523
C 0.375 4.126 -1.684
C 1.238 4.747 -2.572
C 0.812 5.840 -3.308
C -0.485 6.308 -3.147
C -1.350 5.678 -2.269
N -1.500 0.907 2.204
N -0.231 1.043 1.741
C 0.552 1.181 2.819
C -0.225 1.116 3.984
C -1.523 0.956 3.551
C -2.755 0.849 4.385
C 2.010 1.367 2.800
C 2.784 0.741 3.780
C 4.156 0.926 3.824
C 4.775 1.736 2.881
C 4.013 2.370 1.910
C 2.639 2.193 1.873
C -1.309 -2.709 -1.910
C -1.602 -4.050 -2.160
C -0.852 -4.782 -3.063
C 0.213 -4.196 -3.733
C 0.508 -2.862 -3.504
C -0.248 -2.123 -2.605
H -5.754 -1.931 0.727
H -4.957 -1.142 2.096
H -5.611 -0.170 0.778
H -4.037 -3.069 -0.898
H -3.718 0.894 1.964
H -3.707 5.142 -0.534
H -5.654 3.874 0.732
H -5.546 2.111 0.629
H -5.006 2.941 2.088
H 0.739 3.294 -1.093
H 2.244 4.367 -2.699
H 1.482 6.322 -4.007
H -0.829 7.158 -3.722
H -2.368 6.035 -2.180
H 0.115 1.224 5.000
H -2.481 0.891 5.437
H -3.443 1.669 4.175
H -3.277 -0.089 4.194
H 2.304 0.083 4.493
H 4.740 0.438 4.594
H 5.848 1.878 2.907
H 4.497 3.009 1.182
H 2.044 2.715 1.134
H -2.413 -4.535 -1.632
H -1.097 -5.821 -3.246
H 0.803 -4.774 -4.433
H 1.324 -2.384 -4.034
H -0.069 -1.048 -2.483
C -1.297 0.140 -5.108
C -0.639 1.257 -4.275
C 0.883 1.153 -4.402
C -1.090 2.603 -4.878
C -1.071 1.185 -2.820
H -1.062 0.250 -6.174
H -2.381 0.171 -4.987
H -0.956 -0.843 -4.784
H 1.208 1.255 -5.443
H 1.238 0.186 -4.031
H 1.359 1.942 -3.814
H -0.751 2.703 -5.917
H -0.685 3.432 -4.295
H -2.179 2.677 -4.858
H -2.176 1.270 -2.809
C 5.743 -4.191 0.616
C 4.942 -2.915 0.392
C 4.054 -2.567 1.584
N 3.256 -1.355 1.349
C 2.386 -1.258 0.330
S 2.404 0.148 -0.634
N 1.579 -2.304 0.024
C 1.229 -3.472 0.741
O 1.125 -4.491 0.103
C 0.913 -3.401 2.180
C 0.840 -4.613 2.875
C 0.464 -4.643 4.203
C 0.124 -3.465 4.856
C 0.166 -2.262 4.166
C 0.557 -2.224 2.839
H 6.364 -4.397 -0.254
H 5.081 -5.046 0.764
H 6.392 -4.106 1.489
H 4.305 -3.039 -0.489
H 5.617 -2.079 0.189
H 4.650 -2.380 2.477
H 3.391 -3.401 1.805
H 3.758 -0.487 1.494
H 1.374 -2.405 -0.973
H 1.086 -5.524 2.345
H 0.421 -5.588 4.728
H -0.184 -3.487 5.893
H -0.132 -1.346 4.658
H 0.551 -1.280 2.313



4.
125
Properties=species:S:1:pos:R:3 method="wB97M-V/def2-TZVPD" total_charge=-1 de_lowest_kj_mol=132.8 orbital_gap_ev=6.74 molar_mass_g_mol=1019.0 e_tot_ha=-3629.8453
C -0.628 -0.136 0.049
O 0.264 0.133 -0.816
O -1.837 0.502 0.062
O -0.388 -0.990 0.929
H -1.790 1.069 -0.700
C 4.184 1.502 0.052
C 3.513 0.293 -0.475
C 4.548 -0.428 -1.512
C 5.876 0.275 -1.950
C 6.276 1.572 -1.212
C 5.376 2.126 -0.266
N 6.568 -0.307 -3.084
O 7.677 0.237 -3.457
O 6.160 -1.406 -3.490
H 3.692 1.900 0.881
H 2.820 -0.300 0.002
H 4.146 -1.311 -1.924
H 7.125 1.962 -1.528
H 5.705 3.026 0.322
C 2.453 -4.766 0.818
C 1.342 -3.672 1.025
C 0.110 -4.092 1.754
C -0.104 -5.524 2.212
C 1.056 -6.527 1.894
C 2.308 -6.054 1.191
N -1.294 -5.896 2.950
O -2.284 -5.145 2.897
O -1.186 -6.857 3.661
H 3.354 -4.438 0.347
H 1.624 -2.662 0.648
H -0.785 -3.436 1.925
H 0.838 -7.743 2.094
H 3.110 -6.730 0.985
C -2.632 -1.236 3.508
C -3.550 -0.039 3.297
C -4.256 0.556 4.494
C -3.992 -0.019 5.901
C -2.986 -1.144 6.050
C -2.314 -1.765 4.720
N -4.715 0.648 6.990
O -5.593 1.622 6.827
O -4.302 0.271 8.101
H -2.291 -1.577 2.614
H -3.740 0.185 2.384
H -4.930 1.379 4.447
H -2.662 -1.424 7.073
H -1.728 -2.523 4.985
C -6.857 2.540 1.087
C -6.053 1.451 0.479
C -5.104 1.801 -0.611
C -4.803 3.281 -0.935
C -5.573 4.431 -0.136
C -6.691 3.946 0.886
N -3.636 3.634 -1.741
O -2.877 2.849 -2.398
O -3.265 4.803 -1.484
H -7.465 2.358 1.893
H -6.162 0.368 0.483
H -4.517 1.073 -1.285
H -5.331 5.473 -0.363
H -6.990 4.672 1.369
C 2.597 2.317 -3.389
C 2.001 1.002 -3.657
C 2.597 0.127 -4.719
C 3.421 0.814 -5.801
C 4.048 2.157 -5.568
C 3.574 2.836 -4.314
N 3.621 0.063 -7.035
O 3.208 -1.232 -7.061
O 4.236 0.644 -7.982
H 2.242 2.991 -2.531
H 1.226 0.486 -2.862
H 2.103 -0.831 -4.864
H 4.822 2.707 -6.109
H 3.913 3.813 -4.131
C 1.511 0.928 2.814
C 2.927 0.773 3.515
C 2.869 0.557 5.093
C 1.535 0.908 5.822
C 0.211 1.028 4.917
C 0.402 1.032 3.420
N 1.510 0.850 7.324
O 2.488 0.398 7.791
O 0.499 1.352 7.757
H 1.472 0.849 1.888
H 3.890 0.530 3.010
H 3.740 0.386 5.592
H -0.566 0.962 5.493
H -0.400 1.109 2.668
C -3.899 -2.394 0.017
O -4.764 -2.883 0.798
N -4.034 -2.478 -1.395
C -2.950 -1.807 -2.210
C -5.255 -2.977 -1.960
H -3.069 -1.975 0.426
H -3.109 -2.096 -3.322
H -2.056 -2.053 -1.714
H -3.033 -0.584 -2.091
H -5.300 -4.039 -1.881
H -5.414 -2.849 -3.068
H -6.217 -2.802 -1.385
C 0.844 -3.374 -4.578
O 1.314 -4.051 -5.498
N 1.378 -3.134 -3.435
C 0.744 -2.370 -2.343
C 2.835 -3.324 -3.387
H -0.346 -3.131 -4.777
H 0.193 -1.549 -2.741
H 1.417 -1.878 -1.708
H 0.132 -3.156 -1.882
H 3.240 -3.475 -2.477
H 3.455 -2.357 -3.701
H 3.117 -4.264 -3.715
C 0.038 5.573 -2.303
O 0.443 6.356 -3.242
N 0.676 5.328 -1.184
C 0.243 4.103 -0.419
C 2.040 5.880 -0.928
H -0.753 4.685 -2.384
H -0.082 3.334 -1.115
H -0.608 4.498 0.094
H 0.905 3.665 0.360
H 1.942 6.956 -0.512
H 2.704 5.958 -1.970
H 2.666 5.367 -0.377